# 1
Density functional theory data (wB97M-V/def2-TZVPD) for C24H31AsCl2IrN5O3PS3 as an isolated structure.

Geometry as XYZ:
```
71
Properties=species:S:1:pos:R:3:forces:R:3
Ir 0.26149 1.97538 0.27933 -0.420 0.059 0.270
S 0.72990 3.92362 -0.95702 -0.173 0.025 -0.045
C -0.89569 4.26290 -0.67578 0.310 0.026 -0.083
N -1.51685 3.34165 0.09231 0.160 -0.002 -0.018
C -2.78548 3.67087 0.33980 -0.097 -0.011 0.003
C -3.69322 2.93264 1.13947 -0.031 0.044 -0.011
C -4.95525 3.42619 1.27431 -0.015 0.041 -0.020
C -5.34476 4.63743 0.63606 0.022 -0.014 0.001
C -4.47321 5.38155 -0.14132 -0.053 -0.031 0.041
C -3.18512 4.89922 -0.28784 -0.033 0.002 0.005
S -1.87245 5.59717 -1.16994 -0.019 -0.092 0.046
H -3.36322 2.02633 1.63197 -0.014 -0.010 0.003
H -5.68055 2.90160 1.88054 -0.005 0.002 0.000
H -6.35812 4.99211 0.77039 0.000 -0.002 0.002
H -4.79149 6.30293 -0.60832 -0.006 0.000 0.001
C 4.92271 0.97236 -1.49901 -0.005 -0.009 0.006
N 3.89205 0.03211 -1.94284 0.011 0.027 -0.026
C 4.04339 -1.22693 -1.21621 0.015 -0.137 0.048
N 4.01795 -1.06863 0.23993 -0.060 0.176 -0.082
C 5.04819 -0.10212 0.62676 0.043 -0.109 0.115
N 4.92338 1.18915 -0.05049 0.004 0.023 -0.008
C 3.74683 1.92698 0.39722 0.106 -0.032 0.049
P 2.25865 0.93354 -0.00067 -0.149 0.237 -0.035
C 2.54976 0.57547 -1.77725 0.079 -0.050 -0.051
C 2.69635 -0.68445 0.73271 0.042 -0.200 0.022
H 4.78942 1.92768 -2.00924 -0.005 -0.006 -0.002
H 5.89547 0.56884 -1.77951 -0.008 -0.012 0.004
H 5.00208 -1.67035 -1.48678 0.002 0.030 -0.022
H 3.24889 -1.91310 -1.51157 -0.011 0.020 -0.030
H 6.01896 -0.52878 0.37374 0.003 0.034 -0.023
H 5.01439 0.04510 1.70783 0.002 0.032 -0.017
H 3.70165 2.90118 -0.09920 -0.003 -0.031 0.005
H 3.80526 2.10035 1.47489 -0.023 0.013 -0.013
H 2.43351 1.48885 -2.36749 0.002 -0.006 0.010
H 1.80666 -0.14668 -2.12337 -0.015 0.025 0.013
H 1.94439 -1.41757 0.43466 -0.011 -0.014 -0.022
H 2.70473 -0.63744 1.81799 -0.013 0.058 0.076
C 1.88121 -4.50083 -0.57921 -0.040 -0.020 0.000
As 0.37007 -3.30154 -0.89692 -0.031 0.081 -0.041
C 0.00441 -3.76941 -2.76193 0.041 -0.058 0.012
C -1.02708 -4.38338 -0.05954 0.045 -0.010 0.019
H 1.65406 -5.49949 -0.95111 0.006 0.001 0.007
H 2.08450 -4.55477 0.48968 0.000 0.003 0.004
H 2.77342 -4.13104 -1.08168 0.015 -0.011 -0.014
H -0.30715 -4.81067 -2.84148 0.017 0.001 -0.008
H 0.90624 -3.62659 -3.35669 -0.003 0.020 -0.003
H -0.77802 -3.12954 -3.16784 -0.024 -0.009 0.007
H -0.86500 -5.43803 -0.28094 -0.006 0.007 -0.003
H -1.99634 -4.08630 -0.45545 -0.028 0.005 -0.011
H -1.02412 -4.23570 1.01958 0.017 -0.006 0.009
Cl 0.73872 3.20391 2.28380 0.291 -0.016 -0.145
C 0.48850 2.14044 3.75092 -0.071 0.103 0.004
Cl 1.63584 0.84468 3.81170 0.012 -0.028 0.000
H -0.52944 1.76846 3.68927 0.008 -0.027 -0.003
H 0.64377 2.83192 4.57257 -0.029 -0.023 0.023
O -0.59976 0.79383 -1.19911 0.107 0.146 -0.112
C -1.13764 0.02513 -0.32974 -0.047 -0.068 -0.042
N -0.70383 0.25200 0.89675 0.167 -0.235 0.062
S -1.55801 -0.60956 2.04879 0.004 0.077 0.071
O -2.24948 0.35418 2.86039 -0.009 -0.007 -0.031
O -0.71659 -1.57486 2.66655 -0.003 -0.027 -0.005
C -2.61599 -1.33917 0.82828 -0.060 0.002 -0.008
C -3.67312 -2.19366 1.04317 0.009 -0.015 -0.001
C -4.37128 -2.62827 -0.08256 -0.011 0.004 0.001
C -4.00753 -2.22168 -1.36245 0.004 -0.005 0.002
C -2.93429 -1.36006 -1.56407 0.009 0.008 -0.009
C -2.24446 -0.92398 -0.44797 -0.015 -0.001 0.006
H -3.95413 -2.51525 2.03698 0.000 0.001 0.001
H -5.21201 -3.29693 0.04405 0.001 -0.002 -0.002
H -4.56903 -2.58212 -2.21346 -0.002 -0.001 0.000
H -2.64710 -1.03887 -2.55633 -0.004 0.005 -0.001
```
Positions in Å, forces in eV/Å.

Multiplicity = 2
LUMO (alpha / beta) = -6.09 / -9.38 eV
ΔE to the lowest compared entry with this formula, charge and spin = 36.32 kcal per mole
Net charge = +2
HOMO (alpha / beta) = -12.979 / -12.979 eV
HOMO-LUMO gap (alpha / beta) = 6.89 / 3.59 eV

=====

# 2
Density functional theory data (wB97M-V/def2-TZVPD) for a 6-piece molecular cluster, C37H40F5N3O3PS overall.

Geometry as XYZ:
```
90
Properties=species:S:1:pos:R:3:forces:R:3
C 0.00209 0.33685 2.08164 0.140 -0.107 0.305
C 0.01778 -1.14242 1.66464 0.086 0.166 -0.098
C 0.29276 -1.40404 0.16755 0.197 -0.246 0.273
C -0.35148 -2.71442 -0.26158 0.129 0.023 -0.170
N -0.06032 -3.01441 -1.66412 -0.113 -0.291 0.034
C -1.86504 -2.66800 -0.13582 0.038 -0.204 -0.245
N -2.33344 -2.12768 1.21007 -0.022 0.667 -0.306
N -3.36053 -2.95261 1.80046 0.189 -0.171 0.237
C -3.03836 -4.08090 2.18187 -0.003 0.076 -0.289
S -2.72235 -5.51853 2.60628 -0.043 -0.096 0.169
P -3.24420 -0.55859 1.00819 -0.434 0.153 -0.063
O -3.55238 0.05917 2.27968 0.168 -0.189 0.183
O -4.44339 -1.08937 0.13563 0.020 0.344 -0.077
O -2.30725 0.21890 0.01512 -0.206 -0.152 -0.086
C -1.19230 -1.92603 2.19700 0.262 0.076 0.501
H 0.63720 0.93003 1.42691 -0.124 0.005 -0.090
H -0.99375 0.77260 2.14331 0.009 0.036 -0.225
H 0.42810 0.41902 3.08371 -0.041 0.051 -0.008
H 0.86885 -1.58305 2.18988 -0.131 -0.115 0.055
H 0.00121 -0.57670 -0.47848 -0.181 -0.079 0.028
H 1.36951 -1.53078 0.05915 -0.013 0.166 -0.158
H 0.03789 -3.49817 0.40438 -0.114 -0.078 -0.034
H 0.71637 -3.66391 -1.73303 0.176 0.198 0.002
H -0.83051 -3.49928 -2.11469 -0.039 0.090 -0.006
H -2.27283 -2.02957 -0.91756 0.027 0.050 0.029
H -2.29871 -3.65743 -0.27444 -0.046 0.000 0.239
H -5.24583 -0.56403 0.29719 -0.079 -0.317 0.027
H -2.83586 0.73103 -0.62347 0.245 0.101 0.012
H -0.89569 -2.92247 2.52289 -0.097 -0.093 -0.246
H -1.64002 -1.43130 3.05957 -0.054 0.010 -0.061
F -6.13387 6.30438 4.58954 0.002 -0.001 0.000
C -5.56169 5.09592 4.42863 -0.008 0.021 0.006
C -5.43304 4.58904 3.15102 0.007 -0.014 -0.017
C -4.84026 3.34434 2.99405 0.015 -0.024 -0.025
C -4.39486 2.62830 4.09683 0.026 0.049 0.034
C -4.53942 3.16681 5.36874 -0.013 0.002 -0.012
C -5.12586 4.41179 5.54581 0.006 -0.009 0.007
H -5.79267 5.16343 2.30837 -0.002 0.012 0.005
H -4.72425 2.93378 1.99819 -0.003 -0.004 0.000
H -3.93478 1.66090 3.95892 -0.025 0.010 0.023
H -4.19578 2.61493 6.23375 0.006 0.002 0.004
H -5.24702 4.85270 6.52550 -0.011 0.005 -0.001
F -4.31006 2.85041 -0.89763 0.144 -0.155 0.002
C -3.42547 3.76279 -1.39879 -0.041 0.006 0.036
C -3.74877 5.09930 -1.33210 -0.008 0.026 0.005
C -2.83769 6.01313 -1.84375 0.007 -0.001 -0.002
C -1.64248 5.58293 -2.40462 -0.002 -0.007 0.012
C -1.34743 4.22816 -2.45562 -0.013 0.057 0.013
C -2.24761 3.30359 -1.94628 -0.007 -0.086 0.016
H -4.68711 5.41058 -0.89476 -0.001 -0.004 0.005
H -3.06676 7.06916 -1.80198 -0.004 0.004 -0.005
H -0.94198 6.30410 -2.80190 0.001 0.004 -0.002
H -0.41892 3.88703 -2.89282 0.001 -0.005 -0.003
H -2.03831 2.24185 -1.98369 0.035 0.007 -0.065
F 3.03954 -0.09997 1.22801 0.004 0.018 0.031
C 3.88219 0.85633 0.74854 -0.017 -0.047 0.005
C 3.55570 2.18187 0.94408 -0.007 0.014 -0.004
C 4.42165 3.14707 0.44704 -0.004 0.001 -0.019
C 5.57522 2.77457 -0.22927 -0.008 -0.002 0.007
C 5.87079 1.42995 -0.40780 0.034 0.041 0.008
C 5.02060 0.45153 0.08643 0.016 -0.019 -0.029
H 2.65281 2.44927 1.47617 0.008 -0.007 0.018
H 4.19145 4.19399 0.59277 -0.003 0.004 -0.001
H 6.24221 3.53118 -0.61911 0.008 0.002 0.006
H 6.76300 1.13570 -0.94332 0.005 -0.008 0.003
H 5.23045 -0.60120 -0.04254 -0.013 -0.002 -0.011
F 5.82180 -0.41954 -3.12037 -0.010 -0.003 0.000
C 5.50760 0.44512 -4.11330 0.005 -0.014 0.007
C 6.00084 0.20450 -5.37900 0.008 -0.001 -0.013
C 5.67222 1.09437 -6.39177 -0.003 0.005 -0.008
C 4.87111 2.19700 -6.12846 0.000 0.000 0.007
C 4.39296 2.41190 -4.84334 0.019 -0.009 -0.020
C 4.70834 1.53062 -3.81829 -0.059 0.019 0.026
H 6.62662 -0.65873 -5.55863 -0.003 -0.006 0.008
H 6.04679 0.92313 -7.39203 0.007 0.002 -0.002
H 4.62284 2.88754 -6.92272 0.000 0.003 -0.002
H 3.77328 3.27359 -4.63232 -0.006 0.001 0.000
H 4.34674 1.67664 -2.80936 0.022 -0.009 0.010
F 2.03375 -5.57984 -1.31370 0.002 0.054 -0.007
C 1.55574 -6.50014 -0.44407 -0.005 -0.008 0.022
C 0.19184 -6.57407 -0.25250 -0.052 0.046 0.043
C -0.29716 -7.51587 0.64229 -0.051 -0.013 0.032
C 0.56964 -8.35666 1.32495 0.033 0.036 -0.005
C 1.93790 -8.25779 1.10687 -0.007 0.022 0.005
C 2.44542 -7.32346 0.21439 0.009 -0.002 0.002
H -0.46655 -5.91316 -0.80224 0.006 -0.029 -0.037
H -1.36571 -7.59681 0.79537 -0.003 -0.044 -0.029
H 0.18277 -9.08818 2.02086 0.001 -0.017 -0.013
H 2.61846 -8.91211 1.63435 0.005 -0.007 -0.007
H 3.50575 -7.23167 0.02472 0.003 0.004 -0.001
```
Positions in Å, forces in eV/Å.

LUMO = -4.11 eV
ΔE to the lowest compared entry with this formula, charge and spin = 0.00 kcal per mole
Net charge = +1
HOMO = -10.787 eV
HOMO-LUMO gap = 6.68 eV

=====

Q: net charge of number 2 (C37H40F5N3O3PS)?
A: +1